ORCA calculation (ωB97M-V/def2-TZVPD) on a molecular structure, C12H43N3O8 in a non-equilibrium geometry.

CARTESIAN COORDINATES (ANGSTROEM)
C1 0.2490 -1.3172 0.0210
C2 -0.0998 -0.5912 1.3614
C3 -1.4723 -1.0619 1.9988
O1 -2.5086 -0.9271 1.1095
C4 -3.7203 -1.3368 1.6375
N1 1.0394 -0.8186 2.2531
H1 -0.0680 -2.3506 0.1613
H2 1.3201 -1.2531 -0.1703
H3 -0.2782 -0.9468 -0.8582
H4 -0.0784 0.4718 1.1214
H5 -1.5364 -0.4741 2.9144
H6 -1.3651 -2.1049 2.2968
H7 -3.7810 -2.3795 1.9490
H8 -4.5263 -1.1788 0.9208
H9 -3.8783 -0.7739 2.5575
H10 0.8287 -0.2971 3.0920
H11 1.1670 -1.8022 2.4441
C5 -1.1381 1.2147 3.5000
C6 0.0657 2.1714 3.4118
C7 -0.0076 3.1711 2.2281
O2 0.1723 2.4603 0.9988
C8 0.0960 3.2919 -0.1772
N2 0.1245 2.9038 4.6942
H12 -2.0558 1.7136 3.1887
H13 -1.2838 0.8412 4.5135
H14 -1.0213 0.4241 2.7587
H15 0.9848 1.6065 3.2562
H16 0.7726 3.9285 2.3043
H17 -0.9970 3.6285 2.2321
H18 -0.7013 4.0303 -0.0926
H19 -0.1276 2.6642 -1.0398
H20 1.0100 3.8611 -0.3470
H21 -0.7922 3.2687 4.9101
H22 0.3137 2.2020 5.3955
C9 3.1167 -3.5273 -2.7390
C10 1.6913 -3.7124 -3.1200
C11 0.6737 -2.7076 -2.5595
O3 0.8250 -1.4136 -3.1494
C12 -0.2808 -0.5893 -2.7612
N3 1.5466 -3.8007 -4.5705
H23 3.2609 -2.4664 -2.5340
H24 3.8394 -3.9464 -3.4390
H25 3.3390 -4.0320 -1.7988
H26 1.2921 -4.5842 -2.6016
H27 0.9181 -2.5017 -1.5174
H28 -0.3685 -3.0269 -2.5621
H29 -0.0151 0.4654 -2.8333
H30 -0.4690 -0.6377 -1.6887
H31 -1.1720 -0.8797 -3.3175
H32 0.5467 -3.9414 -4.5932
H33 1.7104 -2.8586 -4.8957
O4 0.8245 0.8430 -0.1579
H34 0.2902 1.4130 0.3951
H35 1.3988 0.3837 0.4549
O5 -0.0688 2.3361 -3.1017
H36 0.3699 2.7144 -2.3396
H37 0.6066 2.3115 -3.7796
O6 -0.6834 0.8454 -1.3374
H38 0.0657 0.8063 -0.7429
H39 -0.4957 1.5881 -1.9114
O7 -2.5658 0.0925 -0.9111
H40 -1.8462 0.7211 -0.9670
H41 -2.2964 -0.5205 -0.2270
O8 2.5872 2.2695 -0.7331
H42 2.8561 2.3842 0.1783
H43 1.7964 1.7323 -0.6843

Computed properties:
Electronic energy ... -33972.1076 eV
Energy relative to the best compared isomer or geometry (same formula, charge and spin) ... 452.1 kcal per mole
Strongest force on any atom ... 0.28725 Eh/bohr



ORCA calculation (ωB97M-V/def2-TZVPD) on 9 unconnected molecules or ions with the total composition C12H43N9O9 in a non-equilibrium geometry.

CARTESIAN COORDINATES (ANGSTROEM)
C1 5.7431 9.0106 7.8876
O1 6.8544 8.6907 8.7154
C2 7.3740 7.3858 8.4447
C3 8.6632 6.9989 9.0954
C4 8.9148 5.6022 8.6132
N1 8.6529 7.1768 10.5373
H1 6.0347 8.9964 6.8081
H2 5.3273 9.9092 8.3673
H3 4.9804 8.2107 8.0127
H4 6.5230 6.7291 8.7570
H5 7.5514 7.2954 7.4118
H6 9.4037 7.7183 8.7094
H7 8.1846 4.9235 9.0907
H8 9.9419 5.3140 8.8833
H9 8.8112 5.5621 7.5347
H10 9.5909 7.2032 10.8399
H11 8.2148 6.4075 11.0244
N2 8.9991 10.4199 11.1076
C5 9.2922 11.2388 10.0867
N3 8.5636 11.1048 8.9123
O2 10.1373 12.1392 10.1621
H12 8.4505 9.5844 10.8872
H13 9.6502 10.3126 11.8271
H14 8.1879 10.1964 8.6321
H15 8.9392 11.7310 8.1930
N4 12.8918 12.7364 5.8698
C6 12.2426 12.2357 6.9426
N5 11.8193 13.1428 7.9166
O3 12.0363 11.0285 7.0932
H16 13.2635 13.6464 5.8848
H17 13.2214 12.0507 5.1756
H18 11.9052 14.1766 7.8050
H19 11.3699 12.8005 8.7174
N6 11.9441 9.5815 9.6701
C7 12.1542 8.2890 9.9635
N7 12.7189 7.5148 8.9946
O4 11.6978 7.8125 11.0246
H20 11.5702 10.1558 10.3944
H21 12.3626 10.0280 8.8486
H22 12.8368 6.4813 9.2320
H23 12.8053 7.7921 8.0087
N8 6.2373 12.2121 6.4866
C8 7.4788 11.6486 6.0751
N9 8.5372 12.5613 6.1549
O5 7.6224 10.4877 5.7203
H24 6.3390 12.9496 7.2155
H25 5.5278 11.5605 6.7869
H26 8.3645 13.4399 6.5122
H27 9.4399 12.3894 5.7355
C9 11.5202 14.5965 11.9218
O6 10.3365 14.5718 11.1244
H28 11.5765 13.6052 12.4602
H29 12.3733 14.9171 11.2996
H30 11.3694 15.3948 12.6397
H31 10.1857 13.7808 10.6351
C10 10.0801 7.8047 13.6771
O7 10.7333 9.0125 13.2670
H32 9.4544 7.3443 12.9203
H33 10.8198 7.0693 14.0644
H34 9.4937 8.0979 14.5337
H35 11.2198 8.8349 12.4562
C11 6.9694 14.3606 10.0493
O8 7.8365 14.1262 8.9625
H36 6.4430 13.4094 10.2681
H37 7.5351 14.7429 10.9219
H38 6.2836 15.1521 9.7101
H39 8.5706 13.5531 9.2683
C12 10.8723 7.4363 5.6786
O9 11.9166 8.3060 6.1005
H40 9.9981 7.9403 5.3567
H41 11.0870 6.8604 4.8393
H42 10.6800 6.7276 6.4978
H43 11.5926 9.2014 6.1896

Computed properties:
SMILES string ... COC[C@H](C)N.NC(N)=O.NC(N)=O.NC(N)=O.NC(N)=O.CO.CO.CO.CO
Electronic energy ... -44982.8554 eV
Energy relative to the best compared isomer or geometry (same formula, charge and spin) ... 0.0 kcal per mole
Strongest force on any atom ... 0.06519 Eh/bohr



ORCA calculation (ωB97M-V/def2-TZVPD) on 10 unconnected molecules or ions with the total composition C12H44O10 in a non-equilibrium geometry.

CARTESIAN COORDINATES (ANGSTROEM)
C1 2.8514 1.3749 -4.5504
C2 1.5784 2.3272 -4.6409
O1 0.4119 1.5845 -4.3983
H1 3.8315 1.8642 -4.6264
H2 2.7834 0.4302 -5.1777
H3 2.8425 0.9798 -3.4961
H4 1.5706 2.8352 -5.5753
H5 1.7674 3.0387 -3.7774
H6 0.4826 0.7845 -4.8958
C3 -2.6039 -1.0489 -6.5719
C4 -1.2440 -0.3475 -6.5862
O2 -0.1407 -1.1662 -6.1594
H7 -2.6915 -1.9242 -7.1788
H8 -3.1930 -0.2223 -6.9579
H9 -2.9029 -1.2740 -5.5677
H10 -1.2059 0.5722 -5.9037
H11 -0.9444 0.0978 -7.5389
H12 -0.2103 -2.0631 -6.3843
C5 -0.7363 2.5337 6.1140
C6 0.0079 1.1557 6.0288
O3 0.5201 1.0918 4.6652
H13 0.0564 3.2844 5.9218
H14 -1.1290 2.8389 7.0907
H15 -1.5055 2.5755 5.3616
H16 -0.6691 0.2650 6.1198
H17 0.7965 1.0427 6.7602
H18 1.4757 0.9089 4.6901
C7 -5.3612 1.7778 -2.0504
C8 -3.9292 1.3188 -1.9122
O4 -3.6575 0.0503 -2.4367
H19 -5.3364 2.7522 -1.6202
H20 -6.1632 1.1742 -1.6369
H21 -5.5789 1.9704 -3.1533
H22 -3.5757 1.1770 -0.8774
H23 -3.2763 1.9989 -2.4157
H24 -3.9837 0.0820 -3.3446
C9 5.4044 -0.5633 4.0831
C10 4.0709 -1.1857 3.6957
O5 2.9342 -0.2963 3.6349
H25 5.9714 -1.3614 4.5976
H26 5.2399 0.2153 4.8195
H27 5.9331 -0.1816 3.2408
H28 3.7359 -1.9895 4.3676
H29 4.0370 -1.8084 2.7442
H30 2.8316 0.0345 2.7102
C11 -0.8039 -1.5147 -1.3396
C12 -1.1213 -0.1629 -0.6659
O6 -0.1460 0.1279 0.4483
H31 0.1417 -1.3881 -1.8522
H32 -1.6139 -1.8125 -2.0912
H33 -0.7046 -2.3757 -0.6317
H34 -2.1304 -0.1919 -0.2387
H35 -1.0022 0.7023 -1.3469
H36 -0.6632 0.0468 1.2379
O7 2.6282 0.0056 0.5848
H37 1.6585 0.1500 0.4785
H38 2.7242 -0.7333 -0.0482
O8 1.3036 -3.5679 3.4506
H39 0.7600 -3.2743 4.1845
H40 2.1484 -3.6655 3.9107
O9 -0.6563 -0.8040 3.4292
H41 -0.1063 -0.0476 3.8172
H42 0.0278 -1.4534 3.1472
O10 -1.0258 -2.9046 5.8149
H43 -0.9715 -2.2429 5.1174
H44 -1.5432 -3.5979 5.3819

Computed properties:
SMILES string ... CCO.CCO.CCO.CCO.CCO.CCO.O.O.O.O
Electronic energy ... -33630.4645 eV
Energy relative to the best compared isomer or geometry (same formula, charge and spin) ... 71.3 kcal per mole
Strongest force on any atom ... 0.06634 Eh/bohr



ORCA calculation (ωB97M-V/def2-TZVPD) on 10 unconnected molecules or ions with the total composition C12H46N2O12 in a non-equilibrium geometry.

CARTESIAN COORDINATES (ANGSTROEM)
C1 -0.2082 0.5910 -3.1120
O1 0.7695 1.1593 -2.2940
C2 1.8979 0.3267 -2.0214
C3 3.0075 1.1075 -1.3364
N1 2.5046 1.6176 -0.0571
C4 3.6526 2.2130 0.5990
C5 2.9920 3.1146 1.6689
O2 1.7739 3.8184 1.0601
C6 1.0753 4.6435 1.9986
H1 0.0987 0.3737 -4.1032
H2 -1.0476 1.2823 -3.1575
H3 -0.5268 -0.4144 -2.7614
H4 2.3012 0.0193 -2.9875
H5 1.5991 -0.5208 -1.4015
H6 3.3897 1.9082 -1.9874
H7 3.8430 0.3941 -1.1463
H8 1.8979 2.3795 -0.4159
H9 4.3034 2.7750 -0.1046
H10 4.2484 1.4664 1.1547
H11 3.6756 3.8953 1.9545
H12 2.6028 2.5649 2.5568
H13 0.0881 4.8572 1.4988
H14 1.6272 5.5792 2.1499
H15 0.9299 4.1809 2.9608
C7 -3.2778 3.8819 -1.4636
O3 -2.9360 3.0594 -0.3414
C8 -1.5488 2.7953 -0.3643
C9 -1.1152 1.8721 0.8060
N2 -2.0139 0.7295 0.9942
C10 -2.1207 -0.1977 -0.1164
C11 -2.7962 -1.4995 0.1943
O4 -4.1692 -1.3099 0.5729
C12 -5.0046 -1.2028 -0.5266
H16 -2.5695 4.6724 -1.5282
H17 -4.2727 4.2728 -1.4163
H18 -3.3077 3.2446 -2.3361
H19 -0.9679 3.7061 -0.4118
H20 -1.3501 2.2941 -1.3187
H21 -1.0697 2.3349 1.7908
H22 -0.1360 1.5144 0.4866
H23 -2.9380 1.0813 1.3084
H24 -1.1369 -0.4445 -0.5158
H25 -2.6528 0.2624 -0.9823
H26 -2.3066 -1.9906 1.0417
H27 -2.7127 -2.2488 -0.6225
H28 -4.7186 -0.3863 -1.1781
H29 -6.0401 -1.1817 -0.2512
H30 -4.9016 -2.0978 -1.1727
O5 2.2592 -4.1165 2.4883
H31 1.6731 -4.3396 3.2274
H32 1.5832 -3.9021 1.7882
O6 -1.3432 -5.0252 -0.6216
H33 -1.4224 -5.0153 0.3770
H34 -1.7737 -5.7888 -0.9867
O7 -1.2785 -4.2927 2.0138
H35 -0.6772 -3.5868 1.7131
H36 -0.7743 -4.9332 2.5031
O8 2.4179 -3.0824 -2.0394
H37 2.2602 -3.3315 -1.0943
H38 2.9107 -3.8332 -2.3494
O9 -0.5132 -2.7736 -1.7017
H39 -0.9126 -3.6691 -1.4862
H40 0.2225 -2.8604 -2.3059
O10 1.1561 -0.2457 1.8833
H41 0.2117 0.0107 1.9469
H42 1.5148 0.3276 1.1827
O11 3.8290 -1.5631 2.5943
H43 2.9908 -1.0961 2.7195
H44 3.6450 -2.4602 2.9279
O12 0.5054 -2.5949 0.8086
H45 0.2446 -2.5817 -0.1147
H46 0.8385 -1.7401 1.1611

Computed properties:
SMILES string ... COCCNCCOC.COCCNCCOC.O.O.O.O.O.O.O.O
Electronic energy ... -40738.8016 eV
Energy relative to the best compared isomer or geometry (same formula, charge and spin) ... 0.0 kcal per mole
Strongest force on any atom ... 0.04594 Eh/bohr